[1]
The following is a quantum chemistry calculation of a structure of composition C22H28N2P2ReS at a distorted geometry, from the Open Molecules 2025 dataset.

As for the HOMO energy (spin up / spin down): -14.099 / -14.083 eV. Its energy above the lowest of the compared OMol25 structures with the same formula, charge and spin is 0.797 eV. The expectation value of S² is 3.774. The value obtained for the frontier orbital gap (spin up / spin down) is 6.73 / 5.55 eV.

The geometry in ORCA input format:
```
! wB97M-V def2-TZVPD RIJCOSX def2/J DEFGRID3
* xyz 2 4
C -1.341 3.080 -4.277
C -1.267 1.846 -3.593
C 0.033 1.396 -3.265
C 1.178 2.217 -3.248
C 1.008 3.537 -3.694
C -0.201 3.922 -4.306
C 2.295 1.552 -2.493
C 2.541 0.263 -3.218
C 1.364 -0.533 -3.271
C 1.355 -1.927 -3.507
C 2.534 -2.467 -4.048
C 3.714 -1.687 -4.034
C 3.744 -0.385 -3.523
H -2.327 3.377 -4.719
H 1.842 4.283 -3.545
H -0.313 4.881 -4.841
H 3.148 2.158 -2.177
H 2.518 -3.529 -4.398
H 4.613 -2.147 -4.468
H 4.712 0.168 -3.340
N 0.145 0.044 -2.720
Re -0.053 -0.061 -0.827
C -2.504 1.174 -3.011
H -2.797 0.281 -3.593
H -3.343 1.901 -3.110
C 0.263 -2.830 -2.943
H -0.697 -2.748 -3.476
H 0.598 -3.882 -3.026
P -2.185 0.668 -1.181
P -0.047 -2.326 -1.128
C 1.278 -3.376 -0.332
H 1.119 -3.368 0.758
H 1.313 -4.431 -0.680
H 2.248 -2.902 -0.541
C -1.545 -3.285 -0.517
H -1.372 -4.387 -0.422
H -1.776 -2.858 0.492
H -2.390 -3.098 -1.207
C -2.632 2.260 -0.358
H -3.653 2.599 -0.583
H -2.547 2.070 0.722
H -1.923 3.048 -0.640
C -3.650 -0.338 -0.777
H -3.903 -0.100 0.260
H -4.526 -0.139 -1.421
H -3.408 -1.406 -0.844
H 1.677 1.016 -1.616
H -0.153 1.586 -0.364
S -0.845 -1.432 3.664
C 0.864 -1.519 3.268
C 1.134 -0.928 2.050
N -0.009 -0.559 1.316
C -1.122 -0.704 2.089
H 1.595 -2.000 3.933
H 2.101 -0.806 1.578
H -2.123 -0.353 1.799
*
```

[2]
The following is a quantum chemistry calculation of the ion C4H12N3S with charge +1 at a distorted geometry, from the Open Molecules 2025 dataset.

As for the HOMO energy: -12.335 eV. Its energy above the lowest of the compared OMol25 structures with the same formula, charge and spin is 3.387 eV. Its SMILES is N[C@H]1C[NH2+]CCN1S. The value obtained for the frontier orbital gap is 8.59 eV.

The geometry in ORCA input format:
```
! wB97M-V def2-TZVPD RIJCOSX def2/J DEFGRID3
* xyz 1 1
N 2.329 -0.321 1.011
C 1.103 -0.114 0.097
C 0.081 -1.373 0.338
N -1.157 -1.166 -0.509
C -1.824 0.170 -0.264
C -0.964 1.217 0.661
N 0.521 1.252 0.380
S 0.955 2.442 -0.824
H 2.981 0.477 0.742
H 2.785 -1.232 0.705
H 1.520 -0.097 -1.019
H 0.624 -2.339 -0.105
H -0.133 -1.628 1.467
H -0.870 -1.177 -1.531
H -1.817 -1.980 -0.328
H -2.087 0.650 -1.300
H -2.858 -0.001 0.307
H -1.376 2.305 0.394
H -1.153 1.058 1.817
H 1.339 1.857 -2.041
*
```

[3]
The following is a quantum chemistry calculation of a cluster of 2 separate species, C5H11FN2OS in total, from the Open Molecules 2025 dataset.

As for the HOMO energy: -9.488 eV. Its energy above the lowest of the compared OMol25 structures with the same formula, charge and spin is 0.000 eV. Its SMILES is NC(=O)[C@@H]1CS1.NCCF. The value obtained for the frontier orbital gap is 10.19 eV.

The geometry in ORCA input format:
```
! wB97M-V def2-TZVPD RIJCOSX def2/J DEFGRID3
* xyz 0 1
N -1.351 -0.684 -0.071
C -1.875 0.564 -0.216
O -1.205 1.564 -0.397
C -3.375 0.684 -0.051
C -4.011 0.151 1.183
S -4.459 -0.742 -0.317
H -0.365 -0.781 -0.253
H -1.941 -1.494 -0.189
H -3.744 1.629 -0.432
H -3.371 -0.385 1.884
H -4.801 0.740 1.639
N 2.225 -1.203 -0.493
C 2.599 0.205 -0.480
C 4.086 0.318 -0.237
F 4.372 -0.205 1.022
H 2.483 -1.610 0.402
H 1.220 -1.302 -0.581
H 2.078 0.810 0.281
H 2.374 0.645 -1.458
H 4.420 1.362 -0.257
H 4.640 -0.266 -0.979
*
```

[4]
The following is a quantum chemistry calculation of a cluster of 2 separate species, C2H5NSi in total at a distorted geometry, from the Open Molecules 2025 dataset.

As for the HOMO energy (spin up / spin down): -8.890 / -9.293 eV. Its energy above the lowest of the compared OMol25 structures with the same formula, charge and spin is 5.951 eV. The value obtained for the frontier orbital gap (spin up / spin down) is 7.32 / 8.34 eV.

The geometry in ORCA input format:
```
! wB97M-V def2-TZVPD RIJCOSX def2/J DEFGRID3
* xyz 0 1
C -0.329 -2.800 -0.526
C -0.374 -1.602 -0.422
N -0.468 -0.396 -0.586
Si -0.202 1.015 0.476
H -0.467 -3.902 -0.632
H 1.501 -0.033 -1.264
H -1.463 0.917 1.219
H -0.487 1.867 -0.636
H 0.707 1.356 1.648
*
```

[5]
The following is a quantum chemistry calculation of a structure of composition C25H18FeN6O12S, from the Open Molecules 2025 dataset.

As for the HOMO energy (spin up / spin down): -0.756 / -3.630 eV. Its energy above the lowest of the compared OMol25 structures with the same formula, charge and spin is 3.045 eV. The expectation value of S² is 6.076. The value obtained for the frontier orbital gap (spin up / spin down) is 4.39 / 7.98 eV.

The geometry in ORCA input format:
```
! wB97M-V def2-TZVPD RIJCOSX def2/J DEFGRID3
* xyz -2 5
Fe 1.116 0.104 1.010
O 3.638 2.167 -1.588
C 2.790 1.236 -0.959
O 2.615 1.478 0.322
C 1.423 1.284 -1.657
C 1.042 1.805 -2.882
C -0.320 1.927 -3.142
C -1.258 1.594 -2.164
C -0.783 1.077 -0.974
N 0.509 0.874 -0.803
C -1.550 0.886 0.319
O -2.763 1.032 0.346
O -0.772 0.653 1.319
H 4.144 2.523 -0.846
H 1.794 2.133 -3.585
H -0.653 2.327 -4.092
H -2.321 1.743 -2.292
N -2.646 4.188 -0.041
C -1.615 3.915 0.882
C -1.926 3.498 2.174
C -0.924 3.148 3.056
C 0.405 3.231 2.658
C 0.734 3.695 1.396
C -0.278 4.044 0.515
S 1.630 2.465 3.670
O 1.221 2.617 5.043
O 2.910 2.991 3.279
N 1.554 0.942 3.132
C 0.777 -0.037 3.625
N 0.653 -1.025 2.700
C -0.090 -2.079 2.974
C -0.701 -2.211 4.211
C -0.524 -1.150 5.090
N 0.190 -0.070 4.832
H -3.407 3.531 0.095
H -2.319 4.070 -0.992
H -2.966 3.370 2.452
H -1.158 2.752 4.036
H 1.771 3.700 1.096
H -0.033 4.367 -0.492
H -0.205 -2.802 2.176
H -1.308 -3.070 4.454
H -0.997 -1.169 6.069
O 1.805 -1.708 -1.535
C 0.615 -2.108 -1.092
O 0.091 -1.683 -0.055
C -0.062 -3.059 -1.969
C 0.559 -3.622 -3.100
C -0.099 -4.522 -3.898
C -1.428 -4.899 -3.593
C -2.065 -4.330 -2.466
C -1.389 -3.432 -1.681
N -2.096 -5.811 -4.389
O -1.507 -6.297 -5.402
O -3.289 -6.128 -4.098
H 1.576 -3.333 -3.331
H 0.371 -4.964 -4.764
H -3.082 -4.620 -2.251
H -1.870 -2.986 -0.820
O 3.409 -0.056 -1.252
C 2.896 -1.175 -0.623
O 2.502 -1.072 0.632
H 3.664 -1.949 -0.737
*
```

[6]
The following is a quantum chemistry calculation of a cluster of 9 separate species, C45H61BrF9N10O9S3 in total at a distorted geometry, from the Open Molecules 2025 dataset.

As for the HOMO energy: -12.347 eV. The value obtained for the frontier orbital gap is 6.81 eV.

The geometry in ORCA input format:
```
! wB97M-V def2-TZVPD RIJCOSX def2/J DEFGRID3
* xyz 3 1
C 7.070 8.078 -1.494
N 7.157 7.382 -0.175
C 6.853 8.173 0.923
C 6.937 7.591 2.143
C 7.126 6.202 2.317
C 7.435 5.447 1.205
C 7.419 6.063 -0.046
C 6.834 5.676 3.657
C 5.655 4.871 3.866
C 5.481 4.375 5.153
N 6.197 4.847 6.187
C 7.134 5.795 5.979
C 7.542 6.149 4.740
C 5.834 4.463 7.563
H 7.991 8.391 -1.979
H 6.446 8.923 -1.289
H 6.503 7.424 -2.157
H 6.524 9.172 0.744
H 6.708 8.209 2.986
H 7.505 4.419 1.154
H 7.541 5.509 -0.978
H 5.127 4.534 3.031
H 4.844 3.558 5.229
H 7.640 6.269 6.805
H 8.364 6.796 4.515
H 5.140 3.676 7.470
H 5.435 5.400 7.974
H 6.790 4.186 8.022
C 3.202 3.188 2.319
N 2.049 2.317 2.615
C 1.648 2.146 3.923
C 0.635 1.237 4.206
C -0.040 0.632 3.165
C 0.398 0.942 1.869
C 1.414 1.771 1.593
C -1.001 -0.458 3.333
C -0.785 -1.681 2.656
C -1.740 -2.672 2.806
N -2.831 -2.570 3.647
C -3.112 -1.402 4.207
C -2.150 -0.391 4.146
C -3.792 -3.632 3.641
H 3.035 4.104 2.856
H 3.110 3.440 1.275
H 4.142 2.691 2.421
H 2.198 2.741 4.615
H 0.295 0.981 5.192
H -0.151 0.439 1.057
H 1.708 2.003 0.600
H 0.099 -1.792 2.073
H -1.699 -3.654 2.311
H -3.894 -1.447 4.932
H -2.485 0.577 4.571
H -4.512 -3.430 4.474
H -3.295 -4.626 3.773
H -4.305 -3.632 2.635
C -7.298 -12.271 -8.892
C -8.433 -13.069 -8.237
N -8.168 -14.595 -8.161
C -8.977 -15.506 -7.615
C -8.269 -16.796 -7.700
N -7.086 -16.571 -8.356
C -7.104 -15.238 -8.679
C -5.936 -17.548 -8.644
H -6.324 -12.257 -8.351
H -7.637 -11.195 -8.861
H -7.290 -12.479 -9.995
H -9.310 -12.973 -8.786
H -8.617 -12.854 -7.181
H -9.918 -15.156 -7.154
H -8.619 -17.709 -7.377
H -6.291 -14.706 -9.098
H -6.017 -18.319 -7.862
H -5.016 -17.001 -8.678
H -6.133 -17.966 -9.638
C -7.632 2.749 -0.647
C -8.496 2.791 0.623
N -8.933 1.441 1.055
C -10.242 1.163 1.385
C -10.307 -0.116 1.777
N -9.025 -0.630 1.712
C -8.201 0.330 1.240
C -8.480 -1.860 2.239
H -7.684 1.804 -1.170
H -6.559 2.875 -0.431
H -7.940 3.613 -1.290
H -9.446 3.281 0.388
H -7.945 3.194 1.539
H -10.982 1.914 1.279
H -11.086 -0.761 2.113
H -7.170 0.212 1.008
H -7.893 -2.328 1.499
H -9.262 -2.603 2.495
H -7.839 -1.738 3.118
C 3.184 3.629 -4.032
C 4.512 2.847 -3.976
N 4.149 1.504 -4.357
C 3.656 1.070 -5.548
C 3.249 -0.225 -5.389
N 3.324 -0.479 -3.999
C 3.861 0.595 -3.447
C 2.913 -1.702 -3.331
H 2.573 3.187 -3.279
H 2.720 3.604 -5.001
H 3.311 4.688 -3.749
H 4.853 2.712 -2.929
H 5.339 3.243 -4.564
H 3.781 1.692 -6.419
H 2.964 -1.005 -6.092
H 3.975 0.799 -2.354
H 2.628 -2.469 -4.056
H 2.170 -1.522 -2.574
H 3.780 -2.080 -2.865
Br -5.430 -0.159 3.227
C 1.269 6.727 5.832
F 0.171 6.362 5.195
F 1.443 8.027 5.686
F 1.183 6.533 7.151
S 2.730 5.734 5.199
O 3.856 6.334 5.885
O 2.461 4.390 5.697
O 2.718 5.828 3.741
C 3.540 -2.615 0.432
F 4.559 -2.793 1.248
F 3.948 -3.091 -0.753
F 2.434 -3.271 0.838
S 2.989 -0.804 0.408
O 3.742 -0.030 -0.556
O 1.571 -0.753 0.122
O 3.308 -0.589 1.760
C 2.942 6.083 -0.491
F 2.582 6.527 -1.705
F 3.297 7.071 0.286
F 1.841 5.564 0.002
S 4.312 4.779 -0.590
O 3.616 3.596 -0.993
O 5.297 5.316 -1.525
O 4.873 4.624 0.743
*
```

[7]
The following is a quantum chemistry calculation of a cluster of 2 separate species, C4H12NO2 in total at a distorted geometry, from the Open Molecules 2025 dataset.

As for the HOMO energy: -14.185 eV. Its energy above the lowest of the compared OMol25 structures with the same formula, charge and spin is 2.790 eV. The value obtained for the frontier orbital gap is 11.00 eV.

The geometry in ORCA input format:
```
! wB97M-V def2-TZVPD RIJCOSX def2/J DEFGRID3
* xyz 1 1
C 0.042 -1.241 -1.226
C -0.609 -1.506 0.119
C -1.723 -0.524 0.580
C -1.319 0.687 1.317
O -0.471 1.546 0.938
N 0.543 0.084 -1.443
H -0.746 -1.536 -2.252
H 0.808 -2.035 -1.378
H 0.252 -1.275 0.706
H -0.839 -2.622 -0.070
H -2.459 -1.038 1.281
H -2.419 -0.159 -0.109
H -1.853 0.985 2.217
H -0.085 0.738 -1.819
H 0.811 0.708 -0.580
H 1.424 0.013 -1.937
H 2.746 0.308 0.802
H 3.037 1.685 0.371
O 2.617 0.847 0.079
*
```

[8]
The following is a quantum chemistry calculation of a cluster of 11 separate species, C39H99NO11 in total at a distorted geometry, from the Open Molecules 2025 dataset.

As for the HOMO energy: -9.008 eV. Its energy above the lowest of the compared OMol25 structures with the same formula, charge and spin is 0.000 eV. Its SMILES is CC1(C)CCCC(C)(C)N1O.CC(C)O.CC(C)O.CC(C)O.CC(C)O.CC(C)O.CC(C)O.CC(C)O.CC(C)O.CC(C)O.CC(C)O. The value obtained for the frontier orbital gap is 9.42 eV.

The geometry in ORCA input format:
```
! wB97M-V def2-TZVPD RIJCOSX def2/J DEFGRID3
* xyz 0 1
C 14.661 16.633 18.396
C 14.802 18.106 18.057
C 13.575 18.845 18.541
C 16.101 18.653 18.573
C 16.498 20.043 17.962
C 16.590 19.920 16.469
C 15.316 19.348 15.828
C 14.167 20.417 15.808
C 15.580 18.988 14.361
N 15.047 18.075 16.550
O 13.789 17.569 15.982
H 15.449 15.984 17.980
H 14.739 16.443 19.480
H 13.660 16.267 18.117
H 13.796 19.871 18.810
H 12.760 18.824 17.823
H 13.234 18.334 19.434
H 15.940 18.774 19.650
H 16.933 17.977 18.477
H 15.813 20.816 18.291
H 17.478 20.322 18.312
H 17.380 19.195 16.232
H 16.860 20.860 15.967
H 14.053 20.930 16.765
H 13.230 19.946 15.515
H 14.452 21.147 15.057
H 16.140 19.823 13.920
H 14.668 18.839 13.801
H 16.161 18.085 14.306
H 13.929 16.763 15.489
C 11.456 9.953 12.415
C 12.043 8.966 13.459
C 11.642 7.524 13.045
O 13.454 9.031 13.336
H 11.759 10.990 12.545
H 10.360 9.899 12.328
H 11.855 9.626 11.440
H 11.760 9.108 14.506
H 12.014 6.909 13.840
H 12.126 7.121 12.125
H 10.590 7.283 12.923
H 13.856 9.856 13.642
C 17.092 12.062 11.345
C 18.126 11.755 10.294
C 17.569 10.799 9.222
O 18.441 12.999 9.658
H 16.588 11.212 11.802
H 16.308 12.681 10.862
H 17.559 12.673 12.138
H 19.016 11.362 10.815
H 18.389 10.476 8.582
H 16.773 11.236 8.609
H 17.175 9.878 9.640
H 19.058 12.777 8.939
C 8.267 12.506 12.575
C 9.282 12.883 13.684
C 9.307 11.937 14.891
O 10.584 12.961 13.064
H 8.543 11.605 11.998
H 8.202 13.349 11.873
H 7.246 12.306 12.951
H 9.008 13.903 13.997
H 9.859 11.003 14.766
H 8.278 11.680 15.171
H 9.764 12.487 15.708
H 10.460 13.011 12.106
C 19.716 16.630 9.676
C 19.274 16.248 11.112
C 17.743 16.261 11.121
O 19.744 14.942 11.374
H 20.774 16.935 9.613
H 19.164 17.493 9.252
H 19.655 15.730 9.007
H 19.744 16.825 11.910
H 17.320 15.745 11.983
H 17.438 15.759 10.200
H 17.283 17.267 11.057
H 19.332 14.243 10.821
C 11.386 16.082 10.209
C 10.032 15.331 10.442
C 9.119 15.548 9.215
O 10.357 13.949 10.526
H 12.074 15.948 11.053
H 11.342 17.150 9.965
H 11.802 15.555 9.343
H 9.578 15.561 11.411
H 9.547 15.114 8.279
H 8.896 16.609 9.043
H 8.138 15.057 9.370
H 10.745 13.574 9.688
C 18.171 16.094 15.402
C 19.193 15.748 16.554
C 18.592 14.610 17.368
O 20.399 15.250 15.977
H 17.169 16.183 15.808
H 18.176 15.159 14.825
H 18.402 16.914 14.731
H 19.374 16.611 17.186
H 17.673 14.940 17.837
H 19.229 14.238 18.171
H 18.379 13.734 16.728
H 20.112 14.813 15.157
C 10.507 17.377 13.811
C 10.176 17.626 15.283
C 10.248 16.344 16.078
O 10.993 18.676 15.844
H 11.539 17.062 13.796
H 10.423 18.242 13.162
H 9.910 16.522 13.414
H 9.139 17.919 15.371
H 11.256 15.922 16.100
H 9.571 15.646 15.584
H 9.943 16.435 17.129
H 11.905 18.304 15.880
C 13.467 11.640 9.236
C 13.330 13.067 8.540
C 14.128 12.941 7.237
O 11.962 13.348 8.184
H 12.833 11.509 10.130
H 14.500 11.448 9.490
H 13.112 10.823 8.577
H 13.755 13.854 9.167
H 14.249 13.864 6.669
H 13.679 12.095 6.679
H 15.172 12.717 7.487
H 11.675 12.682 7.555
C 14.804 14.709 14.202
C 13.440 14.461 13.635
C 13.619 13.764 12.276
O 12.653 13.665 14.602
H 14.796 15.241 15.210
H 15.364 15.396 13.554
H 15.404 13.772 14.323
H 12.827 15.338 13.414
H 12.648 13.469 11.862
H 14.217 12.838 12.414
H 14.184 14.470 11.621
H 11.913 13.335 14.078
C 15.529 12.122 16.921
C 14.772 11.002 16.178
C 13.484 10.732 16.925
O 14.410 11.433 14.858
H 15.782 11.742 17.909
H 14.835 12.954 17.114
H 16.377 12.558 16.410
H 15.387 10.107 15.988
H 13.655 10.649 18.014
H 12.964 9.852 16.561
H 12.744 11.543 16.896
H 13.741 12.131 14.917
*
```